i.
A structure of composition CH3NO2P. Source: OMol25; level of theory: ωB97M-V/def2-TZVPD.

XYZ file:
```
8
Properties=species:S:1:pos:R:3:mulliken_charge:R:1
C -0.45092 -0.30981 0.15692 0.142
N -1.56680 -0.87550 0.01443 -0.541
O 1.64633 1.19378 1.38932 -0.643
O 1.83661 -1.30447 1.02124 -0.592
P 0.99785 -0.14981 1.35694 0.407
H 0.15781 1.39810 -2.17901 -0.068
H -2.03598 -1.37211 0.77861 0.225
H -0.58489 1.41982 -2.53844 0.069
```

Properties
Total charge: -1
HOMO-LUMO gap (spin up / spin down) in eV: 7.1 / 7.1
Highest occupied orbital energy (spin up / spin down) in eV: -3.0 / -3.0

---

ii.
A cluster of 2 separate species, CH3NO2P in total. Source: OMol25; level of theory: ωB97M-V/def2-TZVPD.

XYZ file:
```
8
Properties=species:S:1:pos:R:3:mulliken_charge:R:1
C -1.52000 -0.04960 -0.14030 0.602
N -1.94255 -0.85085 0.69212 -0.507
O -1.60136 0.39248 -1.21001 -0.445
O 0.70712 0.41942 0.73978 -0.630
P 1.64672 -0.20455 -0.25338 -0.120
H -1.83097 -1.03074 1.64942 0.253
H 2.95062 0.62997 -0.02515 -0.070
H 1.59043 0.69387 -1.45248 -0.082
```

Properties
Total charge: -1
HOMO-LUMO gap in eV: 7.1
Highest occupied orbital energy in eV: -2.9

---

Compare the structures above. Which one is the least stable? i is.